# 1
Entry from OMol25: the ion CH7NO3P with charge +1 in a non-equilibrium geometry (the ωB97M-V functional and the def2-TZVPD basis).

SMILES: COP(=[NH2+])(O)O
Energy above the lowest of the compared OMol25 structures with the same formula, charge and spin: 115.6 kJ/mol
Strongest force on any atom: 5.07 eV/Å
HOMO energy: -16.557 eV
Net charge: +1

Atoms and positions in Å:
C -1.836 -0.059 0.497
O -0.590 0.533 0.979
P 0.616 0.072 0.107
N 0.757 1.061 -1.162
O 1.906 -0.153 0.910
O 0.340 -1.444 -0.771
H -1.833 0.197 -0.509
H -2.585 0.499 1.179
H -1.735 -1.119 0.635
H 1.486 0.747 -1.827
H 0.806 2.161 -1.119
H 1.659 -0.303 1.820
H 1.007 -2.191 -0.740

# 2
Entry from OMol25: the ion CH7NO3P with charge +1 in a non-equilibrium geometry (the ωB97M-V functional and the def2-TZVPD basis).

SMILES: COP(=[NH2+])(O)O
Energy above the lowest of the compared OMol25 structures with the same formula, charge and spin: 214.8 kJ/mol
Strongest force on any atom: 5.23 eV/Å
HOMO energy: -15.912 eV
Net charge: +1

Atoms and positions in Å:
C 1.621 0.760 -0.186
O 0.243 1.014 -0.530
P -0.869 -0.017 -0.258
N -1.159 -0.186 1.359
O -2.261 0.336 -0.966
O 0.033 -1.627 -0.973
H 1.516 0.323 0.885
H 2.127 1.769 -0.226
H 2.025 -0.083 -0.817
H -0.266 -0.281 1.940
H -2.038 -0.182 1.931
H -2.433 0.688 -1.885
H -0.433 -2.470 -1.060

# 3
Entry from OMol25: the ion CH7NO4P with charge +1 in a non-equilibrium geometry (the ωB97M-V functional and the def2-TZVPD basis).

Energy above the lowest of the compared OMol25 structures with the same formula, charge and spin: 170.4 kJ/mol
Strongest force on any atom: 5.08 eV/Å
HOMO energy (alpha / beta): -13.505 / -13.504 eV
Net charge: +1

Atoms and positions in Å:
C 0.303 -2.084 -0.147
N 1.426 1.724 -0.601
O -1.148 -0.205 1.647
O -2.020 0.922 -0.595
O -0.567 -1.037 -0.532
O 0.574 1.640 0.423
P -0.896 0.226 0.183
H 0.345 -2.941 -0.912
H 0.007 -2.467 0.876
H 1.271 -1.526 0.031
H 2.347 1.242 -0.440
H 1.571 2.720 -0.845
H -1.532 0.347 2.246
H -1.681 1.437 -1.333

# 4
Entry from OMol25: a cluster of 2 separate species, CH7NS2 in total in a non-equilibrium geometry (the ωB97M-V functional and the def2-TZVPD basis).

SMILES: CN.SS
Energy above the lowest of the compared OMol25 structures with the same formula, charge and spin: 134.3 kJ/mol
Strongest force on any atom: 2.32 eV/Å
HOMO energy: -8.793 eV
Net charge: 0

Atoms and positions in Å:
C 2.558 0.382 -1.528
N 1.735 -0.461 -0.669
H 2.971 1.190 -0.927
H 3.419 -0.180 -1.927
H 2.020 0.682 -2.442
H 1.952 -0.540 0.306
H 1.319 -1.276 -1.084
S -1.549 -0.875 0.143
S -0.786 1.013 0.982
H -0.222 -0.980 -0.059
H -1.352 0.375 2.041

# 5
Entry from OMol25: a cluster of 3 separate species, CH7O2S in total in a non-equilibrium geometry (the ωB97M-V functional and the def2-TZVPD basis).

Energy above the lowest of the compared OMol25 structures with the same formula, charge and spin: 17.4 kJ/mol
Strongest force on any atom: 1.41 eV/Å
HOMO energy: -2.893 eV
Net charge: -1

Atoms and positions in Å:
C 1.561 0.168 -1.091
S -0.220 0.515 -1.315
H 1.667 -0.831 -0.667
H 1.936 0.826 -0.343
H 2.092 0.159 -2.038
H -1.127 -0.941 0.264
H -0.959 -2.449 0.126
O -1.422 -1.796 0.654
H -1.944 1.531 1.667
H -0.592 1.368 0.931
O -0.993 1.450 1.813

# 6
Entry from OMol25: a structure of composition CH7O3 in a non-equilibrium geometry (the ωB97M-V functional and the def2-TZVPD basis).

Energy above the lowest of the compared OMol25 structures with the same formula, charge and spin: 87.3 kJ/mol
Strongest force on any atom: 3.45 eV/Å
HOMO energy: -3.670 eV
Net charge: -1

Atoms and positions in Å:
C -0.046 -0.207 0.813
O 0.209 0.524 -0.336
H 0.805 -0.436 1.371
H -0.533 0.313 1.644
H -0.691 -1.034 0.556
H 0.936 -1.112 -1.049
H 2.213 -1.809 -0.849
O 1.504 -1.759 -1.416
H -2.299 1.756 -0.363
H -0.566 1.564 -0.247
O -1.532 2.202 -0.125

# 7
Entry from OMol25: a cluster of 4 separate species, CH7O5 in total in a non-equilibrium geometry (the ωB97M-V functional and the def2-TZVPD basis).

Energy above the lowest of the compared OMol25 structures with the same formula, charge and spin: 70.6 kJ/mol
Strongest force on any atom: 1.46 eV/Å
HOMO energy: -5.185 eV
Net charge: -1

Atoms and positions in Å:
O -0.119 1.281 0.331
C 0.212 0.583 -0.654
O 0.309 -0.669 -0.668
H 0.623 1.073 -1.570
H 1.114 -3.031 -0.185
H 0.525 -3.015 -1.513
O 0.653 -3.635 -0.782
H 1.812 -1.116 0.721
H 1.341 0.004 1.531
O 1.876 -0.777 1.613
H -2.343 2.569 0.006
H -2.357 3.948 -0.387
O -2.882 3.347 0.156

# 8
Entry from OMol25: a structure of composition CH7O7P3 in a non-equilibrium geometry (the ωB97M-V functional and the def2-TZVPD basis).

Strongest force on any atom: 2.26 eV/Å
HOMO energy: -9.792 eV
Net charge: 0

Atoms and positions in Å:
C -2.582 1.480 -1.389
O -2.365 0.373 -0.487
P -0.860 0.103 -0.198
O -0.158 1.274 0.289
O -0.262 -0.476 -1.535
O -0.879 -1.094 0.855
P 0.234 -1.002 2.128
P 2.201 -1.167 1.179
O 3.117 -1.503 2.230
O 2.160 -2.340 0.121
O 2.643 0.148 0.384
H -3.132 1.141 -2.255
H -3.190 2.212 -0.881
H -1.662 1.935 -1.726
H 0.652 -0.146 -1.624
H 0.235 0.325 2.609
H 1.522 -2.178 -0.597
H 2.326 0.916 0.896

# 9
Entry from OMol25: a cluster of 2 separate species, CH7OS in total in a non-equilibrium geometry (the ωB97M-V functional and the def2-TZVPD basis).

Energy above the lowest of the compared OMol25 structures with the same formula, charge and spin: 125.3 kJ/mol
2S+1: 2
Strongest force on any atom: 3.25 eV/Å
HOMO energy (alpha / beta): -23.375 / -21.623 eV
Net charge: +2

Atoms and positions in Å:
O -2.060 -0.501 1.121
H 0.409 1.351 -1.896
H -3.011 -0.252 1.245
H -1.937 -1.067 1.924
C 1.600 0.034 -0.445
S -0.005 0.920 -0.640
H 2.362 0.764 -0.121
H 1.393 -0.795 0.222
H 1.980 -0.340 -1.414
H -0.730 -0.114 0.004

# 10
Entry from OMol25: a cluster of 2 separate species, CH7P3 in total in a non-equilibrium geometry (the ωB97M-V functional and the def2-TZVPD basis).

SMILES: C=P#[PH2].P
Energy above the lowest of the compared OMol25 structures with the same formula, charge and spin: 155.9 kJ/mol
Strongest force on any atom: 1.41 eV/Å
HOMO energy: -8.964 eV
Net charge: 0

Atoms and positions in Å:
C 0.657 -1.098 0.856
P 1.350 -1.066 -0.648
P 2.604 0.687 -0.321
H -0.260 -1.560 1.108
H 1.072 -0.724 1.801
H 1.606 1.326 -1.047
H 3.453 0.357 -1.399
P -2.657 -0.015 -0.342
H -1.301 0.429 0.010
H -3.239 1.133 -0.872
H -3.286 0.531 0.854

# 11
Entry from OMol25: a structure of composition CH8AlN2O5 in a non-equilibrium geometry (the ωB97M-V functional and the def2-TZVPD basis).

Energy above the lowest of the compared OMol25 structures with the same formula, charge and spin: 810.8 kJ/mol
Strongest force on any atom: 5.00 eV/Å
HOMO energy: -4.629 eV
Net charge: -1

Atoms and positions in Å:
Al 19.977 -1.761 -34.891
O 21.102 -0.766 -30.514
H 20.843 -1.120 -29.641
O 17.176 -4.319 -37.801
H 17.059 -5.278 -37.947
O 15.545 -1.374 -32.920
H 14.653 -1.773 -32.913
O 22.406 -3.476 -38.308
H 22.905 -2.725 -38.684
C 25.582 -3.574 -32.145
O 24.502 -3.786 -32.685
N 25.769 -2.505 -31.370
N 26.602 -4.339 -32.254
H 26.672 -2.218 -31.019
H 24.866 -2.158 -31.081
H 26.407 -5.081 -32.911
H 27.536 -4.019 -32.039

# 12
Entry from OMol25: a cluster of 3 separate species, CH8N2O in total in a non-equilibrium geometry (the ωB97M-V functional and the def2-TZVPD basis).

Energy above the lowest of the compared OMol25 structures with the same formula, charge and spin: 606.6 kJ/mol
Strongest force on any atom: 4.70 eV/Å
HOMO energy: -9.386 eV
Net charge: 0

Atoms and positions in Å:
N 0.489 1.272 -1.886
H 0.854 1.112 -0.938
H -0.265 1.931 -1.688
H -3.593 0.534 -4.935
H -0.029 0.485 -2.264
N 0.044 -1.650 1.632
C -0.289 -0.357 1.207
O 0.725 0.335 0.709
H 1.065 -1.736 1.688
H -3.968 0.121 -5.420
H -1.087 -0.441 0.435
H -0.632 0.285 2.073

# 13
Entry from OMol25: a cluster of 2 separate species, CH8N2O2Si2 in total in a non-equilibrium geometry (the ωB97M-V functional and the def2-TZVPD basis).

Energy above the lowest of the compared OMol25 structures with the same formula, charge and spin: 247.4 kJ/mol
Strongest force on any atom: 4.18 eV/Å
HOMO energy: -8.846 eV
Net charge: 0

Atoms and positions in Å:
C -1.583 -0.121 0.057
N -2.896 0.311 0.182
N -0.664 0.915 0.001
O -1.275 -1.316 0.016
O 2.017 1.530 0.580
Si 1.733 -1.742 0.251
Si 1.082 0.450 -0.249
H -3.166 1.252 0.162
H -3.604 -0.289 0.280
H -1.035 1.929 -0.186
H 2.370 2.291 0.091
H 1.295 -2.314 1.585
H 3.146 -1.814 0.291
H 0.837 -2.322 -0.775
H 1.742 1.239 -2.284

# 14
Entry from OMol25: a cluster of 3 separate species, CH8N2O3 in total in a non-equilibrium geometry (the ωB97M-V functional and the def2-TZVPD basis).

SMILES: NC(N)=O.O.O
Energy above the lowest of the compared OMol25 structures with the same formula, charge and spin: 39.3 kJ/mol
Strongest force on any atom: 1.80 eV/Å
HOMO energy: -9.855 eV
Net charge: 0

Atoms and positions in Å:
N 0.381 -1.497 0.184
C 0.490 -0.642 -0.935
N 0.650 -1.314 -2.100
O 0.400 0.569 -0.836
H 1.241 -2.009 0.296
H -0.135 -1.152 0.984
H 0.496 -0.842 -2.970
H 0.597 -2.312 -2.148
O -1.277 -0.010 1.938
H -0.898 0.789 1.518
H -1.580 0.363 2.784
O -0.395 2.424 0.908
H 0.415 2.533 1.434
H -0.069 1.902 0.138

# 15
Entry from OMol25: a cluster of 2 separate species, CH8N2S in total in a non-equilibrium geometry (the ωB97M-V functional and the def2-TZVPD basis).

SMILES: NCN.S
Energy above the lowest of the compared OMol25 structures with the same formula, charge and spin: 90.5 kJ/mol
Strongest force on any atom: 2.75 eV/Å
HOMO energy: -9.048 eV
Net charge: 0

Atoms and positions in Å:
N 0.896 -1.144 -0.634
C 1.017 0.305 -0.262
N 1.003 0.628 1.131
H 0.033 -1.305 -1.142
H 0.747 -1.694 0.209
H 0.288 0.739 -0.937
H 1.964 0.572 -0.747
H 1.580 -0.057 1.607
H 0.064 0.543 1.507
S -2.232 0.198 0.006
H -3.017 -0.326 -0.959
H -2.343 1.541 0.220

# 16
Entry from OMol25: a cluster of 2 separate species, CH8N2S2 in total in a non-equilibrium geometry (the ωB97M-V functional and the def2-TZVPD basis).

SMILES: NCN.SS
Energy above the lowest of the compared OMol25 structures with the same formula, charge and spin: 129.9 kJ/mol
Strongest force on any atom: 3.53 eV/Å
HOMO energy: -8.470 eV
Net charge: 0

Atoms and positions in Å:
N 0.268 -0.837 0.794
C 1.211 0.199 0.492
N 1.597 0.465 -0.941
H 0.636 -1.176 1.763
H 0.329 -1.666 0.265
H 2.100 -0.207 0.925
H 1.041 1.216 1.014
H 1.499 1.452 -1.156
H 0.875 -0.038 -1.510
S -2.450 1.303 0.148
S -3.407 -0.291 -0.945
H -1.306 0.702 0.520
H -2.392 -1.122 -1.370

# 17
Entry from OMol25: an isolated molecule of CH8N2Si in a non-equilibrium geometry (the ωB97M-V functional and the def2-TZVPD basis).

SMILES: CN[SiH2]N
Energy above the lowest of the compared OMol25 structures with the same formula, charge and spin: 0.0 kJ/mol
Strongest force on any atom: 6.86 eV/Å
HOMO energy: -9.195 eV
Net charge: 0

Atoms and positions in Å:
C 1.238 0.593 -1.231
N 1.235 0.117 0.105
Si -0.395 -0.495 0.757
N -2.125 -0.300 1.367
H 2.151 0.314 -1.811
H 0.482 -0.135 -1.761
H 0.900 1.680 -1.433
H 1.920 0.697 0.639
H -0.710 -1.167 -0.492
H 0.016 -1.061 2.084
H -2.327 -0.111 2.263
H -2.839 0.012 0.650

# 18
Entry from OMol25: a structure of composition CH8N2Si in a non-equilibrium geometry (the ωB97M-V functional and the def2-TZVPD basis).

Energy above the lowest of the compared OMol25 structures with the same formula, charge and spin: 152.6 kJ/mol
2S+1: 3
Strongest force on any atom: 6.11 eV/Å
HOMO energy (alpha / beta): -5.547 / -9.936 eV
Net charge: 0

Atoms and positions in Å:
C -0.253 -1.094 -1.579
N -0.036 -0.550 -0.288
N -1.066 1.435 2.093
Si -0.759 0.743 0.426
H 0.026 -2.115 -1.600
H -1.275 -0.980 -1.799
H 0.370 -0.611 -2.360
H -0.312 1.962 2.263
H -1.301 0.889 2.908
H 3.276 -0.909 0.132
H -1.197 1.985 -0.146
H 2.526 -0.754 -0.049

# 19
Entry from OMol25: a cluster of 2 separate species, CH8N3O2P in total in a non-equilibrium geometry (the ωB97M-V functional and the def2-TZVPD basis).

SMILES: NP(N)(=O)O.C=N
Energy above the lowest of the compared OMol25 structures with the same formula, charge and spin: 52.0 kJ/mol
Strongest force on any atom: 2.42 eV/Å
HOMO energy: -9.841 eV
Net charge: 0

Atoms and positions in Å:
N -1.777 0.767 -0.644
P -0.732 1.401 0.534
N 0.798 1.154 -0.157
O -0.998 2.735 1.100
O -0.740 0.270 1.685
H -1.601 1.286 -1.475
H -1.509 -0.271 -0.810
H 1.587 1.740 0.091
H 1.003 0.432 -0.867
H -1.250 0.744 2.351
C 1.386 -2.011 -0.533
N 0.159 -1.780 -0.281
H 2.086 -2.818 -0.170
H 1.931 -1.223 -1.125
H -0.343 -2.427 0.301

# 20
Entry from OMol25: a cluster of 2 separate species, CH8NO in total in a non-equilibrium geometry (the ωB97M-V functional and the def2-TZVPD basis).

Energy above the lowest of the compared OMol25 structures with the same formula, charge and spin: 5.9 kJ/mol
2S+1: 2
Strongest force on any atom: 1.95 eV/Å
HOMO energy (alpha / beta): -24.605 / -24.328 eV
Net charge: +2

Atoms and positions in Å:
N 1.808 0.138 -0.895
H 2.532 0.868 -0.903
H 1.079 0.270 -1.598
H 1.457 0.004 0.047
H 2.340 -0.667 -1.265
C -1.521 -0.528 0.285
O -0.611 0.373 0.801
H -2.553 -0.167 0.177
H -1.508 -1.467 0.907
H -1.228 -0.801 -0.745
H -1.113 1.013 1.376